Version w
C9H11N2 | ωB97M-V/def2-TZVPD

Each atom is followed by the atoms it is bonded to, with distances in Å.
Cartesian coordinates (Å):
1 N 1.532 0.378 3.936  C3 1.178, C8 1.266
2 N -0.236 0.787 2.499  C6 1.357, C8 1.322, C11 1.475
3 C 2.331 0.412 4.800  N1 1.178, H21 1.049
4 C -1.089 -0.217 0.236  C6 1.435, C9 1.307, H18 1.102
5 C 0.313 -0.852 -3.034  C7 1.461, C10 1.379, H13 1.082
6 C -1.024 0.607 1.409  N2 1.357, C4 1.435, H20 1.082
7 C 0.813 -1.579 -4.200  C5 1.461, H14 1.092, H15 1.095, H19 1.086
8 C 0.814 0.107 2.928  N1 1.266, N2 1.322
9 C -0.432 -0.749 -0.761  C4 1.307, C10 1.347
10 C 0.075 -1.432 -1.806  C5 1.379, C9 1.347, H12 1.086
11 C -0.721 1.878 3.364  N2 1.475, H16 1.088, H17 1.088, H22 1.091
12 H 0.293 -2.488 -1.674  C10 1.086
13 H 0.097 0.201 -3.162  C5 1.082
14 H 0.184 -1.389 -5.072  C7 1.092
15 H 1.798 -1.183 -4.467  C7 1.095
16 H 0.113 2.281 3.936  C11 1.088
17 H -1.163 2.681 2.779  C11 1.088
18 H -2.156 -0.316 -0.018  C4 1.102
19 H 0.894 -2.648 -4.022  C7 1.086
20 H -1.928 1.194 1.499  C6 1.082
21 H 3.153 0.246 5.430  C3 1.049
22 H -1.467 1.492 4.061  C11 1.091

Summary:
- multiplicity = 3
- orbital gap (alpha / beta) (eV) = 5.49 / 7.17
- total charge = +1

Which charges does Löwdin predict for the atoms? In e, they are: number 1, N, carries 0.0200; number 2, N, carries -0.1046; number 3, C, carries 0.2626; number 4, C, carries -0.0664; number 5, C, carries -0.1287; number 6, C, carries 0.0049; number 7, C, carries -0.0956; number 8, C, carries -0.0304; number 9, C, carries 0.0561; number 10, C, carries -0.1045; number 11, C, carries 0.0044; number 12, H, carries 0.1335; number 13, H, carries 0.1151; number 14, H, carries 0.0883; number 15, H, carries 0.0909; number 16, H, carries 0.0927; number 17, H, carries 0.1039; number 18, H, carries 0.1290; number 19, H, carries 0.0819; number 20, H, carries 0.1285; number 21, H, carries 0.1017; number 22, H, carries 0.1168

=====

Version x
C9H11N2 | ωB97M-V/def2-TZVPD

Each atom is followed by the atoms it is bonded to, with distances in Å.
Cartesian coordinates (Å):
1 N 2.465 -0.440 1.309  C3 1.325, C7 1.341
2 N 1.607 1.299 0.143  C4 1.474, C7 1.288, H22 1.026
3 C 1.149 -0.550 1.419  N1 1.325, C4 1.502, C6 1.382
4 C 0.513 0.342 0.391  N2 1.474, C3 1.502, C5 1.546, C10 1.518
5 C 0.301 -0.510 -0.882  C4 1.546, C9 1.550, H12 1.120, H15 1.065
6 C 0.373 -1.341 2.245  C3 1.382, C11 1.350, H17 1.089
7 C 2.638 0.705 0.634  N1 1.341, N2 1.288, H19 1.129
8 C -1.571 0.049 1.670  C10 1.355, C11 1.424, H14 1.126
9 C -0.541 0.150 -2.003  C5 1.550, H16 1.042, H20 1.002, H21 1.084
10 C -0.876 0.808 0.790  C4 1.518, C8 1.355, H18 1.015
11 C -0.938 -1.032 2.346  C6 1.350, C8 1.424, H13 1.145
12 H -0.258 -1.416 -0.533  C5 1.120
13 H -1.571 -1.585 3.124  C11 1.145
14 H -2.478 0.541 2.123  C8 1.126
15 H 1.277 -0.772 -1.218  C5 1.065
16 H -0.895 -0.722 -2.450  C9 1.042
17 H 0.766 -2.225 2.745  C6 1.089
18 H -1.355 1.423 0.140  C10 1.015
19 H 3.640 1.144 0.357  C7 1.129
20 H -1.334 0.523 -1.517  C9 1.002
21 H 0.077 0.715 -2.692  C9 1.084
22 H 1.529 2.041 -0.563  N2 1.026

Summary:
- multiplicity = 3
- orbital gap (alpha / beta) (eV) = 7.36 / 6.92
- total charge = +1

Which charges does Löwdin predict for the atoms? In e, they are: number 1, N, carries 0.2018; number 2, N, carries 0.1821; number 3, C, carries -0.2163; number 4, C, carries -0.3587; number 5, C, carries -0.1299; number 6, C, carries 0.0580; number 7, C, carries -0.1153; number 8, C, carries -0.0002; number 9, C, carries -0.0256; number 10, C, carries 0.0635; number 11, C, carries -0.0429; number 12, H, carries 0.1476; number 13, H, carries 0.1523; number 14, H, carries 0.1569; number 15, H, carries 0.1180; number 16, H, carries 0.0709; number 17, H, carries 0.1540; number 18, H, carries 0.0899; number 19, H, carries 0.1768; number 20, H, carries 0.0218; number 21, H, carries 0.0988; number 22, H, carries 0.1964

=====

What is the stability order? It is version x, version w, from most stable to least stable.

=====

Version w
C3H32NO13S2 | ωB97M-V/def2-TZVPD

Each atom is followed by the atoms it is bonded to, with distances in Å.
Cartesian coordinates (Å):
1 S 3.417 2.805 1.840  S2 2.030, C17 1.950
2 S 2.488 2.991 3.636  S1 2.030, H34 1.368
3 O -2.097 -3.818 2.175  H30 1.034, H37 0.954
4 O -3.306 -1.314 -3.765  H23 0.984, H44 1.010
5 O 1.940 0.386 -3.309  H27 1.026, H48 1.101
6 O 2.281 -2.790 -0.417  H29 0.963, H41 0.896
7 O -2.106 -2.546 0.031  H45 1.032, H49 1.051
8 O 2.403 3.047 -2.557  H40 0.912, H43 0.956
9 O -5.051 0.662 -0.075  H20 1.035, H42 0.915
10 O -1.112 -1.066 -2.311  H21 0.907, H28 0.982
11 O -2.958 0.524 1.057  H26 1.018, H47 0.905
12 O 0.313 -0.978 1.282  C18 1.370, H35 0.992
13 O -0.028 -3.448 -1.418  H25 0.906, H32 1.017
14 O -4.251 -1.646 -1.222  H22 1.041, H38 1.021
15 O -0.469 1.028 0.331  C18 1.385, H31 1.016
16 N 2.210 -0.004 -0.578  C19 1.620, H24 1.044, H50 0.994, H51 0.988
17 C 2.034 2.297 0.562  S1 1.950, C19 1.510, H39 1.006, H46 1.129
18 C 0.342 0.391 1.256  O12 1.370, O15 1.385, C19 1.583, H36 1.115
19 C 1.779 0.820 0.749  N16 1.620, C17 1.510, C18 1.583, H33 1.153
20 H -5.723 1.376 0.258  O9 1.035
21 H -0.681 -0.269 -2.250  O10 0.907
22 H -4.093 -1.463 -2.235  O14 1.041
23 H -2.367 -1.029 -3.698  O4 0.984
24 H 1.513 -0.781 -0.595  N16 1.044
25 H -0.841 -3.199 -1.106  O13 0.906
26 H -3.573 1.173 0.570  O11 1.018
27 H 1.825 -0.624 -3.171  O5 1.026
28 H -1.774 -1.207 -1.599  O10 0.982
29 H 2.292 -3.179 0.464  O6 0.963
30 H -1.425 -3.523 2.903  O3 1.034
31 H -1.435 0.913 0.624  O15 1.016
32 H -0.229 -3.615 -2.401  O13 1.017
33 H 2.514 0.333 1.491  C19 1.153
34 H 1.698 1.914 3.929  S2 1.368
35 H -0.501 -1.266 0.794  O12 0.992
36 H 0.127 0.645 2.321  C18 1.115
37 H -1.614 -4.585 1.880  O3 0.954
38 H -4.780 -0.781 -1.100  O14 1.021
39 H 2.632 2.480 -0.226  C17 1.006
40 H 2.121 2.241 -2.878  O8 0.912
41 H 1.557 -3.043 -0.879  O6 0.896
42 H -5.149 0.004 0.553  O9 0.915
43 H 1.730 3.621 -2.921  O8 0.956
44 H -3.573 -2.287 -3.804  O4 1.010
45 H -2.991 -2.401 -0.480  O7 1.032
46 H 1.209 3.062 0.652  C17 1.129
47 H -3.177 -0.333 0.865  O11 0.905
48 H 1.950 0.515 -4.403  O5 1.101
49 H -1.826 -2.896 0.981  O7 1.051
50 H 3.154 -0.284 -0.438  N16 0.994
51 H 2.080 0.384 -1.477  N16 0.988

Summary:
- multiplicity = 1
- orbital gap (eV) = 8.16
- total charge = +1

Which charges does Löwdin predict for the atoms? In e, they are: number 1, S, carries 0.4185; number 2, S, carries 0.2890; number 3, O, carries -0.0291; number 4, O, carries -0.0926; number 5, O, carries -0.1569; number 6, O, carries -0.0207; number 7, O, carries -0.1896; number 8, O, carries -0.0058; number 9, O, carries -0.0533; number 10, O, carries -0.0274; number 11, O, carries -0.0313; number 12, O, carries -0.0015; number 13, O, carries -0.0533; number 14, O, carries -0.1251; number 15, O, carries -0.0115; number 16, N, carries 0.2497; number 17, C, carries -0.3872; number 18, C, carries -0.4562; number 19, C, carries -0.2184; number 20, H, carries 0.1688; number 21, H, carries -0.0036; number 22, H, carries 0.0576; number 23, H, carries 0.0406; number 24, H, carries 0.1215; number 25, H, carries -0.0716; number 26, H, carries 0.0962; number 27, H, carries 0.1022; number 28, H, carries 0.0423; number 29, H, carries 0.0665; number 30, H, carries 0.1428; number 31, H, carries 0.0669; number 32, H, carries 0.1189; number 33, H, carries 0.1494; number 34, H, carries -0.1887; number 35, H, carries 0.0910; number 36, H, carries 0.1660; number 37, H, carries 0.0668; number 38, H, carries 0.0654; number 39, H, carries -0.0193; number 40, H, carries -0.0679; number 41, H, carries -0.0858; number 42, H, carries 0.0232; number 43, H, carries 0.0568; number 44, H, carries 0.1090; number 45, H, carries 0.0480; number 46, H, carries 0.1199; number 47, H, carries -0.0204; number 48, H, carries 0.1945; number 49, H, carries 0.0396; number 50, H, carries 0.1454; number 51, H, carries 0.0607

=====

Version x
C3H32NO13S2 | ωB97M-V/def2-TZVPD

Each atom is followed by the atoms it is bonded to, with distances in Å.
Cartesian coordinates (Å):
1 S -4.380 -0.166 3.109  S2 2.241, H44 1.368
2 S -3.220 1.440 2.062  S1 2.241, C17 1.859
3 O -0.020 2.588 -2.897  H31 0.985, H40 0.958
4 O 2.143 2.983 -1.355  H22 0.948, H51 0.981
5 O -0.877 -0.614 0.322  C19 1.388, H45 1.096
6 O 3.106 -1.008 1.405  H25 0.952, H28 0.914
7 O -3.298 -3.342 1.386  H24 0.929, H43 0.886
8 O 2.627 1.449 0.633  H48 0.980, H50 0.992
9 O 0.187 1.168 -0.452  C19 1.413, H49 0.907
10 O 2.907 -2.481 -0.775  H23 1.011, H42 1.094
11 O 1.363 -2.480 3.302  H29 0.968, H33 0.981
12 O 1.985 -1.034 -2.830  H36 1.002, H47 1.035
13 O -1.081 -1.319 -3.299  H20 0.984, H39 1.027
14 O 0.819 3.835 1.599  H34 0.893, H38 1.068
15 O -0.775 -2.454 1.937  H26 0.962, H37 1.073
16 N -1.911 0.951 -1.766  C18 1.502, H27 1.145, H32 1.018, H35 1.044
17 C -3.305 0.700 0.359  S2 1.859, C18 1.536, H30 1.222, H46 1.023
18 C -2.100 1.355 -0.332  N16 1.502, C17 1.536, C19 1.617, H41 1.078
19 C -0.817 0.766 0.458  O5 1.388, O9 1.413, C18 1.617, H21 1.070
20 H -0.136 -1.587 -3.246  O13 0.984
21 H -0.583 1.085 1.452  C19 1.070
22 H 2.834 3.522 -1.716  O4 0.948
23 H 3.857 -2.669 -1.065  O10 1.011
24 H -3.385 -3.589 0.494  O7 0.929
25 H 2.714 -1.813 1.082  O6 0.952
26 H -0.959 -3.204 1.364  O15 0.962
27 H -1.655 -0.150 -1.946  N16 1.145
28 H 3.920 -1.134 1.800  O6 0.914
29 H 2.238 -2.071 3.368  O11 0.968
30 H -4.378 1.222 0.095  C17 1.222
31 H 0.143 3.560 -2.904  O3 0.985
32 H -2.696 1.347 -2.280  N16 1.018
33 H 0.896 -2.045 4.046  O11 0.981
34 H 0.608 2.998 1.374  O14 0.893
35 H -0.982 1.294 -2.098  N16 1.044
36 H 1.590 -0.297 -2.278  O12 1.002
37 H 0.169 -2.893 2.200  O15 1.073
38 H 1.491 4.315 0.922  O14 1.068
39 H -1.516 -1.689 -4.152  O13 1.027
40 H 0.659 2.360 -2.262  O3 0.958
41 H -2.145 2.432 -0.303  C18 1.078
42 H 2.592 -1.952 -1.680  O10 1.094
43 H -3.326 -4.004 1.975  O7 0.886
44 H -3.584 -1.272 2.997  S1 1.368
45 H -0.701 -1.195 1.234  O5 1.096
46 H -3.380 -0.320 0.349  C17 1.023
47 H 2.973 -0.726 -2.835  O12 1.035
48 H 2.945 2.230 1.132  O8 0.980
49 H 1.049 0.943 -0.283  O9 0.907
50 H 2.832 0.535 0.960  O8 0.992
51 H 2.568 2.433 -0.663  O4 0.981

Summary:
- multiplicity = 1
- orbital gap (eV) = 8.47
- total charge = +1

Which charges does Löwdin predict for the atoms? In e, they are: number 1, S, carries 0.3620; number 2, S, carries 0.5149; number 3, O, carries -0.0732; number 4, O, carries -0.0577; number 5, O, carries -0.0616; number 6, O, carries -0.0049; number 7, O, carries 0.0208; number 8, O, carries -0.0798; number 9, O, carries -0.0471; number 10, O, carries -0.1642; number 11, O, carries -0.0546; number 12, O, carries -0.0724; number 13, O, carries -0.0852; number 14, O, carries -0.0549; number 15, O, carries -0.0868; number 16, N, carries 0.1753; number 17, C, carries -0.4727; number 18, C, carries -0.2905; number 19, C, carries -0.4126; number 20, H, carries 0.0409; number 21, H, carries 0.1219; number 22, H, carries 0.0588; number 23, H, carries 0.0764; number 24, H, carries 0.0353; number 25, H, carries 0.0333; number 26, H, carries 0.0576; number 27, H, carries 0.1847; number 28, H, carries 0.0406; number 29, H, carries 0.0536; number 30, H, carries 0.1256; number 31, H, carries 0.0855; number 32, H, carries 0.1668; number 33, H, carries 0.0933; number 34, H, carries -0.0845; number 35, H, carries 0.0865; number 36, H, carries 0.0817; number 37, H, carries 0.1140; number 38, H, carries 0.1285; number 39, H, carries 0.1227; number 40, H, carries -0.0218; number 41, H, carries 0.1461; number 42, H, carries 0.0477; number 43, H, carries -0.0123; number 44, H, carries -0.2119; number 45, H, carries 0.0899; number 46, H, carries 0.0227; number 47, H, carries 0.1394; number 48, H, carries 0.0930; number 49, H, carries 0.0042; number 50, H, carries 0.0296; number 51, H, carries -0.0045

=====

What is the stability order? It is version x, version w, from most stable to least stable.